# 1
DFT (wB97M-V/def2-TZVPD) results for C20H27Cl12I2O5 as an isolated structure at a distorted geometry.

XYZ file:
```
66
Properties=species:S:1:pos:R:3:forces:R:3
C -4.189 -1.751 -1.244 -0.28 0.49 0.17
C -4.455 -0.240 -1.493 0.82 0.61 -0.60
I -6.454 0.430 -0.956 0.86 -0.91 -0.49
C -3.548 0.637 -2.021 -0.22 -1.50 0.89
I -4.005 2.731 -2.378 0.84 -1.41 -0.78
C -2.177 0.067 -2.396 0.35 -0.02 -1.56
C -1.890 -0.423 -3.650 0.02 0.46 0.78
C -2.865 -0.526 -4.861 -2.21 -3.24 -1.56
O -3.037 0.362 -5.699 1.25 1.00 1.13
O -3.487 -1.665 -4.941 1.91 1.78 1.55
C -0.388 -0.866 -3.610 -2.42 1.50 -0.38
O 0.226 -1.629 -4.272 0.38 0.35 0.42
O 0.136 -0.063 -2.552 1.01 -2.02 1.05
C -0.872 -0.119 -1.576 -2.57 0.92 0.27
O -0.762 -0.314 -0.390 0.78 0.61 -1.81
H -5.017 -2.334 -1.724 0.68 0.42 0.68
H -4.138 -1.897 -0.130 -0.34 -0.10 -1.02
H -3.229 -2.127 -1.675 -0.76 0.67 0.16
Cl -4.704 2.712 0.697 0.03 0.41 1.11
C -4.437 3.703 2.153 -0.04 -0.07 0.12
C -3.612 4.936 1.858 -0.08 0.09 0.12
Cl -1.924 4.535 1.453 -0.01 -0.01 -0.06
H -3.963 3.076 2.909 0.06 0.07 -0.08
H -5.421 3.996 2.522 0.06 0.07 -0.04
H -3.582 5.580 2.738 0.00 -0.08 0.00
H -4.031 5.508 1.031 0.05 -0.14 -0.01
Cl 0.288 -6.482 -2.430 -0.05 -0.10 0.01
C 1.221 -4.968 -2.548 0.17 0.25 -0.10
C 1.203 -4.190 -1.252 0.14 0.00 -0.03
Cl -0.410 -3.529 -0.894 -0.06 -0.06 0.04
H 0.814 -4.383 -3.373 -0.08 -0.03 0.12
H 2.245 -5.245 -2.799 -0.05 -0.02 0.09
H 1.886 -3.342 -1.321 -0.08 -0.01 -0.11
H 1.510 -4.806 -0.408 -0.10 -0.02 -0.08
Cl 1.841 3.268 0.478 -0.06 0.05 0.08
C 2.145 2.380 -1.040 0.14 -0.21 -0.23
C 1.678 3.151 -2.254 0.05 -0.01 -0.06
Cl -0.095 3.272 -2.325 -0.05 0.08 0.05
H 1.655 1.410 -0.968 -0.08 0.14 0.03
H 3.222 2.214 -1.099 -0.04 0.09 -0.01
H 1.999 2.639 -3.162 -0.02 -0.09 0.11
H 2.088 4.161 -2.270 -0.06 -0.06 0.09
Cl -4.521 -8.604 -1.619 -0.06 -0.05 0.01
C -3.569 -7.100 -1.742 0.18 0.18 -0.06
C -3.571 -6.314 -0.452 0.20 0.02 -0.03
Cl -5.174 -5.623 -0.086 -0.03 -0.02 0.04
H -3.969 -6.514 -2.569 -0.05 -0.04 0.11
H -2.549 -7.391 -1.994 -0.04 0.03 0.09
H -2.875 -5.477 -0.529 -0.04 -0.05 -0.11
H -3.270 -6.931 0.394 -0.11 -0.01 -0.07
Cl 5.887 5.814 4.198 0.06 0.12 0.00
C 4.729 5.287 2.948 -0.19 -0.10 -0.13
C 5.166 4.010 2.268 -0.20 -0.12 0.07
Cl 6.612 4.249 1.252 0.06 0.01 -0.01
H 4.608 6.100 2.234 0.11 -0.05 0.05
H 3.773 5.129 3.450 0.08 -0.09 -0.02
H 4.372 3.653 1.611 0.00 0.12 0.01
H 5.388 3.226 2.990 0.10 0.13 -0.02
Cl 5.256 2.816 5.787 0.01 -0.03 -0.01
C 5.249 1.042 5.947 -0.09 -0.14 0.11
C 6.590 0.436 5.605 0.00 -0.09 0.14
Cl 6.970 0.581 3.871 0.01 0.06 -0.01
H 4.457 0.648 5.310 0.10 0.06 -0.03
H 4.995 0.819 6.984 0.09 0.00 -0.04
H 6.585 -0.629 5.841 -0.08 0.05 -0.04
H 7.397 0.905 6.168 -0.08 0.06 -0.10
```
Positions in Å, forces in eV/Å.

Output
- E_HOMO: -5.07 eV
- Largest force on an atom: 0.0820 hartree/bohr
- Lowest unoccupied orbital energy: 1.78 eV
- E: -197887.5874 eV
- HOMO-LUMO gap: 6.9 eV
- Charge: -1

***

# 2
DFT (wB97M-V/def2-TZVPD) results for a 2-piece molecular cluster, C20H27Cl2F3N3O7P2S overall at a distorted geometry.

XYZ file:
```
65
Properties=species:S:1:pos:R:3:forces:R:3
C -3.754 2.377 -0.837 0.65 0.50 0.08
C -3.110 3.669 -1.404 -0.78 -0.33 0.05
O -1.805 3.873 -0.840 0.02 0.03 -1.07
C -0.839 3.255 -1.681 -0.19 -0.66 0.95
C 0.506 3.198 -0.934 0.62 0.24 -1.19
C 1.626 2.854 -1.959 -0.86 -0.33 -0.31
C 1.489 1.398 -2.527 0.93 0.54 0.29
C 2.454 0.386 -1.787 -0.63 0.67 -0.50
C 1.641 -0.630 -0.995 0.84 0.25 -0.69
C 0.956 -1.652 -1.616 0.42 -0.04 1.49
S 0.856 -1.958 -3.379 -3.46 -1.88 0.12
O 0.479 -3.342 -3.533 1.53 -0.34 0.52
O -0.159 -1.142 -3.983 1.33 1.56 0.01
C 2.494 -1.820 -4.267 0.02 -0.03 -1.05
F 2.606 -0.585 -4.777 0.46 -0.37 0.47
F 2.435 -2.660 -5.307 -0.13 0.23 0.47
F 3.546 -2.173 -3.529 -0.35 0.48 -0.02
C 0.206 -2.583 -0.802 0.22 0.14 -0.88
C 0.145 -2.474 0.556 -0.04 0.02 0.65
C -0.690 -3.442 1.395 -0.22 -0.05 -0.60
C -0.904 -4.848 0.789 0.42 -0.58 0.88
C 0.381 -5.537 0.255 -0.39 0.34 -0.76
Cl -2.269 -4.902 -0.413 0.49 0.03 0.23
C 0.846 -1.402 1.237 -1.19 -1.43 -1.20
N 0.712 -1.332 2.596 1.44 1.69 -0.91
C 1.366 -0.285 3.074 0.16 -0.49 1.32
P 1.192 -0.063 4.922 -1.27 0.87 0.26
N 0.519 1.287 5.359 0.62 -0.22 -0.61
C 2.160 0.649 2.294 -0.71 -0.22 0.95
P 3.097 2.151 2.923 0.55 0.98 -1.52
O 1.866 3.194 3.267 0.35 -0.97 0.34
Cl 4.127 1.643 4.678 -0.66 -0.15 0.00
N 2.272 0.539 0.990 -0.29 -0.28 0.98
C 1.584 -0.501 0.442 0.09 0.15 -0.46
H -3.387 1.519 -1.424 -0.38 0.15 0.32
H -3.396 2.251 0.197 -0.35 -0.05 -0.34
H -4.851 2.406 -0.811 0.40 -0.12 -0.08
H -3.065 3.563 -2.510 0.26 0.28 0.41
H -3.699 4.582 -1.213 0.20 -0.41 0.22
H -1.200 2.225 -1.887 0.30 0.38 -0.09
H -0.766 3.780 -2.656 0.14 -0.04 0.41
H 0.517 2.430 -0.144 -0.26 0.51 -0.05
H 0.715 4.209 -0.539 -0.18 -0.51 0.20
H 2.636 3.026 -1.551 -0.36 -0.14 -0.08
H 1.505 3.528 -2.829 0.15 -0.05 0.45
H 0.456 1.026 -2.465 0.34 0.29 -0.17
H 1.779 1.471 -3.588 -0.25 -0.37 0.36
H 3.114 0.996 -1.157 -0.26 -0.56 0.04
H 3.101 -0.072 -2.548 -0.26 -0.13 0.50
H -0.320 -3.393 -1.307 0.14 0.35 0.14
H -1.686 -2.984 1.545 0.42 -0.12 0.19
H -0.217 -3.589 2.381 -0.21 0.17 -0.41
H -1.260 -5.483 1.618 -0.10 0.42 -0.37
H 0.403 -5.439 -0.844 0.16 -0.08 0.40
H 1.285 -5.036 0.636 -0.33 -0.30 0.06
H 0.397 -6.615 0.478 -0.02 0.48 0.05
H 2.471 -0.313 5.477 -0.18 -0.33 -0.18
H 0.368 -1.126 5.394 0.72 -0.26 -0.52
H 0.310 1.856 4.542 -0.10 0.22 0.36
H 2.210 4.097 3.308 -0.05 -0.11 -0.05
C -5.037 0.615 1.952 -0.23 0.06 -0.59
O -5.890 1.484 1.628 0.11 -0.17 -0.22
O -4.735 0.674 3.326 -0.13 0.14 0.01
O -4.450 -0.236 1.276 0.11 0.02 0.17
H -5.342 1.408 3.506 0.23 -0.08 0.59
```
Positions in Å, forces in eV/Å.

Output
- E_HOMO: -4.39 eV
- Largest force on an atom: 0.0767 hartree/bohr
- Lowest unoccupied orbital energy: 0.43 eV
- E: -102590.9742 eV
- HOMO-LUMO gap: 4.8 eV
- Charge: -1

***

# 3
DFT (wB97M-V/def2-TZVPD) results for C20H27N2O4PZr as an isolated structure at a distorted geometry.

XYZ file:
```
55
Properties=species:S:1:pos:R:3:forces:R:3
C 4.773 -1.055 1.874 -0.49 0.62 0.29
C 3.960 -0.066 2.453 0.22 -0.31 -0.81
C 2.692 0.204 1.922 0.05 -0.46 0.90
C 2.202 -0.574 0.853 -0.41 0.06 -0.55
C 3.057 -1.524 0.244 -0.41 0.12 -0.04
C 4.310 -1.774 0.783 0.76 -0.60 -0.77
C 1.819 1.225 2.636 -0.20 0.01 0.45
C 1.477 2.523 1.902 -0.19 0.49 -0.02
N 1.198 2.347 0.433 -0.15 -0.03 0.06
Zr 0.239 0.109 0.080 1.92 1.97 1.67
C 2.596 -2.265 -0.999 1.02 -0.93 0.05
P 1.588 -1.288 -2.067 -0.36 -0.44 2.10
H 4.341 0.500 3.293 -0.08 0.05 0.05
H 4.977 -2.521 0.299 -0.57 0.60 0.45
H 5.774 -1.221 2.258 -0.16 -0.09 0.02
H 2.036 -3.175 -0.752 0.14 0.02 -0.03
H 3.428 -2.544 -1.644 0.46 -0.50 0.36
H 0.868 0.771 3.001 0.48 0.02 -0.26
H 2.341 1.554 3.548 -0.27 -0.29 -0.17
H 0.560 2.934 2.334 0.19 -0.05 0.10
C 0.756 -2.329 -3.282 -0.09 0.42 0.38
C 2.614 -0.165 -2.966 0.28 0.66 -0.28
H 2.266 3.293 2.037 -0.37 -0.48 -0.27
C 2.438 2.634 -0.317 0.89 -0.25 -0.54
C 0.164 3.313 -0.019 -0.71 0.09 -0.05
H -0.507 -0.990 -1.431 0.03 3.55 -2.06
H 2.814 3.688 -0.178 -0.64 -0.98 -0.04
H 3.226 1.932 -0.007 -0.21 0.32 0.04
H 2.262 2.451 -1.389 0.02 0.28 0.20
H 0.474 4.389 0.050 -0.12 -1.01 0.01
H -0.104 3.076 -1.060 0.21 0.31 0.05
H -0.746 3.148 0.575 0.18 0.27 0.01
H 3.149 -0.799 -3.685 0.04 0.47 -0.12
H 1.995 0.598 -3.465 0.38 -0.27 -0.14
H 3.316 0.331 -2.285 -0.07 -0.16 -0.19
H 1.525 -2.791 -3.888 0.01 -0.31 -0.23
H 0.135 -3.068 -2.775 0.07 -0.15 -0.14
H 0.128 -1.699 -3.911 -0.04 -0.07 -0.14
H -0.343 -0.074 -1.709 -3.08 -2.68 0.02
O -2.458 1.135 2.517 0.31 -2.50 -2.68
C -2.550 0.272 1.630 -1.39 1.67 2.02
O -1.489 -0.238 0.959 2.49 0.22 -0.02
C -3.808 -0.314 1.080 0.06 -0.32 -0.60
C -3.762 -1.175 -0.051 -1.61 0.22 0.06
C -4.973 -1.586 -0.653 0.03 0.79 1.21
C -6.199 -1.150 -0.079 1.76 0.62 0.72
C -6.225 -0.353 1.068 0.13 -0.41 -0.48
C -5.030 0.067 1.629 0.29 -0.16 -0.13
N -7.437 -1.467 -0.736 -3.26 -1.34 -2.32
O -7.323 -2.131 -1.801 -0.21 1.43 2.30
O -8.549 -1.095 -0.282 3.24 -0.65 -0.62
H -2.827 -1.504 -0.497 -0.25 0.07 0.19
H -4.983 -2.207 -1.532 -0.07 -0.05 -0.06
H -7.164 -0.057 1.505 -0.20 0.02 -0.07
H -5.022 0.704 2.497 -0.07 0.12 0.13
```
Positions in Å, forces in eV/Å.

Output
- E_HOMO (spin up / spin down): -14.85 / -14.85 eV
- Largest force on an atom: 0.0820 hartree/bohr
- Lowest unoccupied orbital energy (spin up / spin down): -9.69 / -9.70 eV
- E: -42896.6078 eV
- HOMO-LUMO gap (spin up / spin down): 5.2 / 5.2 eV
- Charge: +2

***

# 4
DFT (wB97M-V/def2-TZVPD) results for one molecule with the formula C20H27N3O2S.

XYZ file:
```
53
Properties=species:S:1:pos:R:3:forces:R:3
C 5.591 -0.619 -0.391 -0.02 0.13 0.28
H 5.111 0.000 -1.145 -0.05 0.01 -0.12
H 6.621 -0.790 -0.697 0.11 -0.04 -0.07
H 5.086 -1.581 -0.348 -0.05 -0.09 -0.07
C 5.580 0.072 0.979 0.12 -0.06 -0.12
N 4.312 0.406 1.580 -0.08 0.01 -0.02
C 3.519 1.448 0.975 -0.09 0.04 -0.12
C 2.472 0.960 -0.039 0.13 0.23 0.09
N 1.615 -0.028 0.591 -0.10 -0.04 -0.13
C 2.433 -1.150 1.026 0.19 -0.10 0.30
C 3.468 -0.669 2.049 -0.10 -0.11 -0.08
H 4.093 -1.506 2.365 -0.01 -0.01 0.05
H 2.920 -0.294 2.921 -0.05 -0.15 0.03
H 1.788 -1.893 1.499 0.08 0.01 -0.04
H 2.932 -1.628 0.164 -0.05 0.01 0.04
C 0.510 -0.484 -0.243 -0.17 0.02 0.04
C -0.382 -1.413 0.548 0.19 -0.22 -0.04
C -0.828 -2.608 0.003 0.10 0.03 0.04
C -1.694 -3.422 0.711 -0.04 -0.12 -0.02
C -2.120 -3.045 1.972 -0.03 -0.11 0.03
C -1.671 -1.858 2.525 0.00 0.01 0.07
C -0.808 -1.044 1.817 0.11 -0.11 0.00
H -0.454 -0.118 2.240 0.02 0.11 0.06
H -2.005 -1.559 3.507 -0.04 0.03 0.09
H -2.805 -3.675 2.520 -0.05 -0.05 0.05
H -2.042 -4.346 0.273 -0.04 -0.08 -0.02
H -0.497 -2.907 -0.984 0.06 -0.02 -0.07
C -0.363 0.691 -0.732 0.45 0.30 0.04
N -1.640 0.263 -1.257 -0.62 -0.05 0.43
S -2.989 0.306 -0.258 -0.18 0.02 -0.74
O -3.564 -1.005 -0.173 -0.02 0.18 -0.32
O -2.674 1.028 0.938 0.10 0.33 -0.18
C -4.054 1.324 -1.274 0.16 -0.28 0.37
C -3.960 2.698 -1.174 0.02 0.12 0.09
C -4.753 3.491 -1.988 0.05 -0.03 0.03
C -5.624 2.900 -2.890 -0.04 0.01 -0.04
C -5.711 1.520 -2.980 0.03 0.01 0.00
C -4.920 0.725 -2.167 -0.05 -0.16 0.02
H -4.968 -0.352 -2.198 -0.08 -0.13 -0.07
H -6.395 1.065 -3.680 -0.05 -0.05 -0.04
H -6.242 3.519 -3.523 -0.05 0.05 -0.05
H -4.693 4.567 -1.918 0.01 0.08 0.02
H -3.281 3.121 -0.453 0.06 0.16 0.08
H -1.603 -0.621 -1.742 -0.17 -0.19 -0.09
H 0.146 1.257 -1.519 -0.02 0.00 0.18
H -0.583 1.350 0.110 0.26 0.08 -0.01
H 0.889 -1.022 -1.140 -0.06 0.02 0.14
H 1.874 1.821 -0.340 0.03 0.01 -0.05
H 2.963 0.546 -0.939 -0.04 0.03 0.02
H 4.181 2.174 0.499 -0.01 0.04 0.02
H 2.975 1.950 1.785 -0.04 0.11 -0.11
H 6.106 -0.569 1.695 0.07 0.09 -0.03
H 6.145 1.007 0.900 0.06 -0.08 0.05
```
Positions in Å, forces in eV/Å.

Output
- E_HOMO: -7.99 eV
- Largest force on an atom: 0.0149 hartree/bohr
- Lowest unoccupied orbital energy: 0.69 eV
- E: -40577.9316 eV
- HOMO-LUMO gap: 8.7 eV
- Charge: 0